--- 1 ---
Computed, not measured: a single C2HClFN molecule, with ωB97M-V with the def2-TZVPD basis set.

Each line ends with the Mulliken charge.
Geometry (Å):
C1 -0.454 0.944 0.048  0.120
C2 0.174 -0.369 0.254  0.272
N1 -0.923 1.921 -0.417  -0.325
F1 1.519 -0.247 0.488  -0.195
Cl1 -0.064 -1.084 -1.462  -0.146
H1 -0.253 -1.165 1.089  0.275

Gap between HOMO and LUMO in eV: 11.722
Highest occupied orbital energy in eV: -11.70
LUMO energy in eV: 0.0
SMILES string: N#C[C@H](F)Cl
2S+1: 1

---

--- 2 ---
Computed, not measured: 2 unconnected molecules or ions with the total composition C2HClFN, with ωB97M-V with the def2-TZVPD basis set.

Each line ends with the Mulliken charge.
Geometry (Å):
C1 -0.633 -0.456 0.652  0.317
C2 0.595 0.058 0.258  0.022
N1 -1.653 -0.883 0.974  -0.178
F1 -0.834 1.056 -1.815  -0.579
Cl1 1.736 -0.889 -0.463  0.065
H1 0.790 1.113 0.395  0.354

Gap between HOMO and LUMO (spin up / spin down) in eV: 6.187 / 6.197
Highest occupied orbital energy (spin up / spin down) in eV: -10.22 / -10.23
LUMO energy (spin up / spin down) in eV: -4.0 / -4.0
2S+1: 1

---

Stability order, top to bottom: 1, 2

---

--- 1 ---
Computed, not measured: a single C22H25N3O4 molecule, with ωB97M-V with the def2-TZVPD basis set.

Each line ends with the Mulliken charge.
Geometry (Å):
O1 2.749 2.070 1.160  -0.726
C1 2.559 1.379 0.172  -0.278
N1 3.536 1.166 -0.723  0.021
H1 4.426 1.593 -0.502  0.288
C2 3.473 0.320 -1.893  -0.787
H2 3.412 0.944 -2.796  0.319
C3 2.250 -0.594 -1.781  -0.681
N2 1.058 0.136 -1.413  0.134
C4 1.200 0.729 -0.096  0.491
C5 0.912 -0.322 1.011  -1.064
C6 2.188 -0.756 1.704  -0.054
O2 3.101 -1.341 1.146  -0.689
N3 2.251 -0.515 3.029  0.250
C7 3.502 -0.545 3.769  -0.574
H3 3.587 -1.486 4.318  0.314
H4 4.322 -0.476 3.052  0.229
C8 3.410 0.667 4.709  -0.497
H5 3.290 0.343 5.742  0.288
H6 4.280 1.313 4.636  0.324
C9 2.140 1.371 4.211  -0.232
H7 2.373 2.083 3.411  0.146
H8 1.559 1.850 4.997  0.369
O3 1.342 0.316 3.689  -0.417
H9 0.457 -1.192 0.538  0.413
H10 0.225 0.085 1.749  0.519
H11 0.449 1.521 -0.003  0.694
C10 0.591 1.078 -2.414  -1.133
C11 -0.847 1.459 -2.167  -0.045
C12 -1.715 0.529 -1.614  0.400
C13 -3.045 0.859 -1.388  0.548
C14 -3.509 2.131 -1.714  -0.668
C15 -2.642 3.053 -2.266  -0.744
C16 -1.317 2.723 -2.495  -0.825
H12 -0.645 3.452 -2.924  0.425
H13 -3.002 4.039 -2.518  0.389
H14 -4.542 2.376 -1.521  0.478
O4 -3.931 0.013 -0.778  -0.486
C17 -3.787 -1.346 -0.891  0.461
C18 -4.144 -2.116 0.211  -0.645
C19 -4.086 -3.495 0.138  -0.447
C20 -3.671 -4.115 -1.029  -0.514
C21 -3.327 -3.348 -2.129  -0.623
C22 -3.386 -1.968 -2.069  -0.089
H15 -3.132 -1.370 -2.933  0.464
H16 -3.014 -3.826 -3.045  0.376
H17 -3.620 -5.192 -1.082  0.388
H18 -4.362 -4.087 0.998  0.383
H19 -4.466 -1.616 1.112  0.420
H20 -1.336 -0.444 -1.344  0.598
H21 0.657 0.581 -3.388  0.418
H22 1.202 1.995 -2.463  0.381
H23 2.442 -1.331 -0.997  0.341
H24 2.079 -1.114 -2.726  0.482
H25 4.384 -0.280 -1.952  0.467

Gap between HOMO and LUMO in eV: 9.147
Highest occupied orbital energy in eV: -8.39
LUMO energy in eV: 0.8
SMILES string: O=C1NCCN(Cc2cccc(Oc3ccccc3)c2)[C@H]1CC(=O)N1CCCO1
2S+1: 1

---

--- 2 ---
Computed, not measured: a single C22H25N3O4 molecule, with ωB97M-V with the def2-TZVPD basis set.

Each line ends with the Mulliken charge.
Geometry (Å):
C1 0.061 1.519 -1.700  -0.616
C2 -0.854 2.629 -1.204  -0.541
H1 -0.382 3.176 -0.381  0.357
H2 -1.112 3.319 -2.010  0.319
O1 -2.107 2.110 -0.759  -0.411
C3 -2.121 1.577 0.473  0.840
O2 -1.183 1.605 1.240  -0.684
N1 -3.327 1.038 0.798  0.037
C4 -3.413 0.221 1.988  -0.712
H3 -4.398 0.378 2.435  0.375
C5 -3.216 -1.275 1.605  -0.724
N2 -3.267 -1.404 0.169  -0.119
C6 -2.207 -1.616 -0.634  0.535
C7 -0.852 -1.984 -0.544  1.020
N3 0.107 -2.086 0.393  -0.021
C8 1.364 -2.698 0.005  -1.371
H4 1.178 -3.448 -0.762  0.496
C9 2.346 -1.646 -0.506  -0.582
C10 2.437 -0.506 0.470  0.436
C11 1.493 -0.333 1.393  -0.698
C12 0.255 -1.175 1.511  0.212
H5 -0.588 -0.485 1.553  -0.273
H6 0.286 -1.749 2.449  0.196
H7 1.554 0.468 2.113  0.544
C13 3.572 0.425 0.357  -0.042
C14 3.350 1.798 0.448  -0.300
C15 4.399 2.691 0.340  -0.774
C16 5.690 2.230 0.142  -0.374
C17 5.923 0.868 0.056  -0.768
C18 4.874 -0.027 0.158  -0.198
H8 5.077 -1.087 0.106  0.360
H9 6.928 0.500 -0.092  0.384
H10 6.510 2.927 0.057  0.382
H11 4.209 3.753 0.407  0.399
H12 2.343 2.161 0.592  0.386
H13 3.323 -2.103 -0.663  0.692
H14 2.006 -1.271 -1.476  0.250
H15 1.774 -3.186 0.896  0.498
C19 -0.796 -2.288 -1.989  0.207
O3 0.003 -2.830 -2.719  -0.655
C20 -2.193 -1.738 -2.100  -0.197
O4 -2.954 -1.411 -2.987  -0.726
C21 -4.444 -0.777 -0.394  -0.680
H16 -4.508 -1.014 -1.455  0.434
C22 -4.351 0.757 -0.185  -0.789
H17 -5.305 1.157 0.173  0.410
H18 -4.083 1.258 -1.113  0.373
H19 -5.319 -1.186 0.119  0.276
H20 -2.271 -1.670 1.971  0.405
H21 -4.026 -1.877 2.032  0.364
H22 -2.647 0.557 2.687  0.395
H23 -0.440 0.931 -2.467  0.324
H24 0.967 1.951 -2.118  0.499
H25 0.336 0.867 -0.874  -0.150

Gap between HOMO and LUMO in eV: 8.354
Highest occupied orbital energy in eV: -7.71
LUMO energy in eV: 0.6
SMILES string: CCOC(=O)N1CCN(c2c(N3CC=C(c4ccccc4)CC3)c(=O)c2=O)CC1
2S+1: 1

---

Stability order, top to bottom: 2, 1